[1]
{"formula": "C5H13NiO3", "method": "the ωB97M-V functional and the def2-TZVPD basis", "multiplicity": 4, "total_charge": 0, "max_force_ev_per_a": 4.15, "total_energy_ha": -1932.09965, "gap_ev": [7.13, 7.83], "symbols": ["C", "C", "O", "C", "C", "O", "C", "H", "H", "H", "H", "H", "H", "H", "H", "H", "H", "H", "Ni", "O", "H", "H"], "coordinates": [[-2.4054, -0.1617, -1.1385], [-1.2129, 0.7525, -1.2541], [-0.4059, 0.6874, -0.0631], [0.7935, 1.4448, -0.1233], [1.7152, 1.1107, 1.0336], [2.5806, 0.0281, 0.8086], [1.9790, -1.2438, 0.8043], [-3.0659, 0.1573, -1.9645], [-3.2946, -0.4190, -0.5480], [-1.5122, 1.8062, -1.3730], [-0.5669, 0.4887, -2.1073], [0.5206, 2.5122, -0.0930], [1.3171, 1.2429, -1.0717], [1.1190, 0.9432, 1.9521], [2.3561, 1.9852, 1.2073], [2.7834, -1.9888, 0.8313], [1.3412, -1.3843, 1.6953], [1.3694, -1.4111, -0.0975], [-1.3741, -0.3763, 1.3938], [-1.4109, -2.0481, 0.5002], [-0.6573, -2.6402, 0.4639], [-1.9688, -1.4859, -0.8563]], "forces_ev_per_a": [[-0.17, -3.89, -1.43], [-0.42, 0.70, 1.18], [0.25, -0.30, -0.31], [0.07, 0.35, -0.01], [-0.05, 0.19, 0.28], [0.26, 0.10, -0.07], [-0.16, -0.29, -0.01], [0.69, -0.74, -0.77], [0.73, 1.54, 1.97], [0.06, -0.12, -0.06], [-0.39, -0.18, 0.19], [0.13, -0.18, -0.01], [-0.17, 0.00, 0.17], [0.07, 0.07, -0.22], [-0.09, -0.25, -0.01], [-0.18, 0.23, -0.01], [0.10, 0.03, -0.16], [0.08, 0.05, 0.20], [-0.15, -0.29, 0.26], [-0.04, -0.22, 0.23], [0.10, -0.01, 0.10], [-0.74, 3.21, -1.50]]}

=====

[2]
{"formula": "C31H61Cl7Cs2F3N3NaO11S5", "method": "the ωB97M-V functional and the def2-TZVPD basis", "total_charge": 1, "max_force_ev_per_a": 6.79, "total_energy_ha": -7923.23535, "gap_ev": 3.29, "symbols": ["C", "C", "C", "C", "C", "C", "C", "C", "N", "C", "C", "C", "C", "C", "C", "C", "C", "C", "S", "S", "C", "C", "C", "O", "S", "O", "O", "C", "C", "N", "H", "H", "H", "H", "H", "H", "H", "H", "H", "H", "H", "H", "H", "H", "H", "H", "H", "H", "H", "H", "H", "H", "H", "H", "H", "H", "H", "H", "H", "H", "H", "H", "H", "H", "H", "H", "H", "H", "H", "H", "H", "H", "H", "H", "N", "S", "O", "O", "F", "S", "O", "O", "F", "C", "Cl", "Cl", "Cl", "Cl", "C", "C", "O", "C", "O", "O", "C", "H", "H", "H", "H", "H", "H", "H", "H", "Na", "F", "C", "Cl", "Cl", "Cl", "H", "C", "C", "C", "O", "H", "H", "H", "H", "H", "H", "H", "H", "Cs", "Cs"], "coordinates": [[1.2009, -3.6121, 5.7717], [-0.2942, -4.2525, 5.5633], [-1.5353, -3.1989, 5.7875], [-1.3164, -1.7252, 5.1026], [-0.9453, -1.7993, 3.4737], [-0.6638, -0.2520, 3.0106], [0.1051, -0.0838, 1.5729], [1.7145, -0.4374, 1.8590], [2.4086, -1.0021, 0.6395], [3.5121, -1.8815, 1.1769], [3.0449, -3.4393, 1.4477], [2.0492, -4.0631, 0.3045], [0.8620, -5.0603, 0.9331], [-0.6634, -4.4417, 0.7057], [-1.4900, -5.1698, -0.5212], [-3.1453, -5.0009, -0.3535], [-3.8690, -4.5202, -1.7758], [2.8999, 0.0641, -0.3119], [3.8115, -0.2821, -1.7462], [2.5304, 1.9241, -0.0700], [3.7160, 2.6812, 1.1668], [3.0797, 4.1783, 1.5544], [3.2224, 4.5541, 3.1436], [2.6311, 5.9236, 3.2984], [0.9264, 5.8269, 3.4343], [0.5159, 6.9408, 4.4718], [0.1343, 6.1829, 1.9664], [-1.1639, 6.8462, 2.1768], [-2.2594, 5.9685, 3.0285], [-2.2218, 4.6017, 3.2222], [1.8052, -3.7520, 4.7525], [1.2239, -2.4652, 6.0072], [1.8162, -4.1343, 6.6513], [-0.4413, -5.2379, 6.2190], [-0.3537, -4.5875, 4.4193], [-2.5450, -3.6366, 5.3242], [-1.7614, -3.0806, 6.9537], [-0.4473, -1.1129, 5.6433], [-2.3037, -1.0565, 5.1470], [-1.8225, -2.3192, 2.8533], [-0.0124, -2.5233, 3.3377], [0.0380, 0.2304, 3.8426], [-1.7019, 0.3284, 2.9137], [-0.2843, -0.9287, 0.8383], [-0.0235, 0.9633, 1.0648], [2.2848, 0.4385, 2.3940], [1.6794, -1.3262, 2.6569], [3.8165, -1.4355, 2.2380], [4.4866, -1.9199, 0.5319], [3.9565, -4.1680, 1.5521], [2.4399, -3.4538, 2.4764], [1.4725, -3.2706, -0.3402], [2.6387, -4.7455, -0.4762], [0.8766, -6.1352, 0.4644], [1.0206, -5.2011, 2.0997], [-1.3393, -4.5273, 1.6861], [-0.6258, -3.2879, 0.4583], [-1.3142, -6.3443, -0.5614], [-1.2266, -4.7018, -1.5856], [-3.6494, -6.0309, -0.0226], [-3.4424, -4.2029, 0.4528], [-3.2828, -3.5922, -2.1828], [-4.9999, -4.1855, -1.6082], [-3.8532, -5.3873, -2.5780], [3.9327, 2.0268, 2.1164], [4.7359, 2.9291, 0.6092], [1.9119, 4.0761, 1.3348], [3.4611, 5.0282, 0.8389], [4.3560, 4.6019, 3.4727], [2.6338, 3.8410, 3.8611], [-1.6539, 7.0276, 1.1055], [-1.0635, 7.9365, 2.6477], [-3.1641, 6.5488, 3.5107], [-3.0533, 4.3221, 3.8030], [0.0704, 6.4235, -2.9207], [-0.7056, 5.2102, -3.5473], [-1.5934, 5.4873, -4.6713], [-1.1231, 4.1377, -2.6519], [0.5049, 4.4878, -4.3109], [-0.8987, 7.3914, -2.1491], [-0.3053, 8.6900, -1.8321], [-1.7239, 6.8364, -1.0831], [-1.9814, 7.8085, -3.2443], [3.4453, -6.4933, -3.0035], [4.4724, -7.6858, -2.1684], [4.0264, -4.8492, -2.6375], [3.5206, -6.7721, -4.7616], [1.7616, -6.6658, -2.4463], [0.7497, -2.1503, -9.1364], [0.3463, -3.4427, -8.4487], [1.0353, -3.5936, -7.2016], [0.5484, -2.8603, -6.1689], [-0.4116, -2.1073, -6.2122], [1.3321, -3.0881, -5.0858], [0.9849, -2.3026, -3.9477], [1.8389, -2.0906, -9.2368], [0.2968, -2.0818, -10.1291], [0.4371, -1.2772, -8.5554], [0.6362, -4.2922, -9.0758], [-0.7386, -3.5036, -8.3045], [-0.0762, -2.4070, -3.6997], [1.2387, -1.2537, -4.1288], [1.5728, -2.6593, -3.0971], [-1.9651, 3.3333, 1.0921], [1.2660, 3.5606, 2.9591], [1.3805, -9.5057, 0.1733], [1.6737, -10.2963, 1.7316], [1.1129, -10.7126, -1.0961], [-0.0022, -8.4034, 0.2852], [2.2663, -8.9213, -0.0885], [-4.2903, 10.0696, -0.4140], [-4.7946, 9.7188, -1.8048], [-6.1409, 10.3666, -2.0859], [-4.9183, 8.3035, -1.9192], [-4.9829, 9.7114, 0.3559], [-3.3264, 9.5865, -0.2210], [-4.1693, 11.1512, -0.2992], [-4.0653, 10.0455, -2.5541], [-6.8991, 10.0189, -1.3752], [-6.4973, 10.0954, -3.0854], [-6.0755, 11.4571, -2.0212], [-5.5641, 8.0044, -1.2575], [5.2275, -5.2865, 2.2717], [6.4848, -4.2118, -3.7472]], "forces_ev_per_a": [[0.73, -0.14, 0.05], [-0.28, -0.11, -0.89], [-0.79, 0.19, 0.39], [0.07, 0.22, -0.76], [-0.11, -0.15, 0.66], [0.19, 0.19, -0.39], [0.79, -1.20, 0.33], [-1.95, -0.21, 1.29], [2.25, 2.46, 0.02], [1.35, -1.01, 0.90], [-1.62, 0.40, -0.27], [-0.74, -1.34, -0.53], [-0.47, 0.36, 0.45], [-0.65, -0.02, -0.16], [-1.07, -0.16, -0.20], [-0.77, -0.03, -0.54], [0.05, -0.05, 0.35], [1.13, -0.69, -0.45], [-1.70, -0.06, 2.71], [0.18, -1.36, 0.42], [1.78, 1.52, 0.67], [-1.19, -0.53, -0.65], [1.30, -0.04, -0.21], [-0.77, -0.49, -0.75], [-1.36, 1.69, 5.46], [1.65, -2.38, -3.98], [-1.11, 1.36, 0.22], [-1.22, 0.70, -0.31], [0.06, -2.81, 0.76], [-0.94, 4.72, -1.01], [-1.11, 0.27, 2.20], [-0.29, -2.22, -0.48], [-1.43, 1.04, -2.01], [0.29, 2.31, -1.40], [0.08, 0.56, 2.47], [2.31, 0.70, 0.96], [0.62, -0.13, -2.54], [-1.94, -1.36, -1.16], [2.11, -1.60, 0.25], [1.76, 1.29, 1.38], [-1.70, 1.70, 0.18], [-1.78, -0.71, -1.79], [2.26, -1.26, 0.61], [0.75, 1.78, 1.35], [0.40, -2.00, 1.18], [-1.13, -1.43, -1.30], [0.03, 1.85, -1.78], [-0.40, -0.93, -2.17], [-2.07, 0.45, 0.75], [-4.80, 4.47, -1.75], [1.35, -0.13, -2.04], [1.49, -1.16, 1.44], [-1.02, 1.64, 1.80], [0.18, 2.34, 0.85], [-0.22, 0.32, -2.29], [1.67, -0.01, -2.05], [0.10, -2.26, 0.57], [-0.06, 2.63, 0.06], [-0.28, -1.04, 2.33], [1.26, 2.25, -0.63], [0.84, -1.49, -1.43], [-1.13, -1.76, 0.63], [2.52, -0.84, -0.27], [0.04, 1.83, 1.65], [-0.66, 1.25, -1.85], [-2.09, -1.04, 1.12], [2.81, 0.43, 0.62], [-0.09, -1.75, 1.51], [-2.04, 0.58, -0.80], [1.69, 1.26, -1.73], [1.23, -0.59, 2.06], [-0.09, -2.66, -0.67], [1.99, -0.82, -1.03], [0.96, 0.62, -0.61], [-0.57, 0.12, 0.32], [-1.35, -3.26, -2.71], [1.05, 0.19, 1.96], [0.29, 1.39, -0.03], [0.28, 0.65, 0.53], [-1.12, 3.87, 1.84], [-0.01, -2.45, -0.60], [0.97, -0.40, -1.07], [0.32, -0.41, 0.17], [-0.86, -0.68, -0.35], [-0.06, 0.28, -0.08], [-2.26, -0.48, 0.96], [0.09, 0.22, 0.59], [0.67, 0.12, -0.16], [0.07, 0.29, 0.20], [-0.35, 0.25, -0.81], [-0.20, 0.23, 1.22], [-0.73, 0.67, -0.66], [1.57, -1.34, 0.24], [-0.31, -0.20, -0.65], [-0.16, 0.37, 0.49], [-0.14, -0.14, -0.10], [0.06, -0.06, 0.12], [-0.08, -0.18, -0.10], [0.11, 0.02, 0.39], [0.24, 0.12, 0.17], [0.16, 0.13, -0.19], [-0.21, -0.13, 0.06], [0.07, -0.08, -0.28], [0.65, 0.66, 0.27], [-2.99, -2.64, -0.27], [-0.02, -0.20, -0.06], [0.04, 0.17, -0.18], [0.12, 0.27, 0.17], [0.14, -0.42, -0.02], [-0.30, -0.17, 0.05], [0.40, 0.06, 0.10], [-0.40, -0.08, 0.48], [-0.12, 0.15, -0.33], [-0.07, -0.23, -0.05], [-0.12, 0.10, -0.10], [-0.08, 0.11, -0.14], [-0.02, -0.10, 0.04], [-0.07, -0.29, 0.07], [0.12, 0.06, 0.08], [0.12, 0.07, 0.11], [-0.06, -0.10, 0.01], [0.30, 0.22, -0.29], [3.32, -3.04, 2.02], [2.32, 0.82, -1.30]]}

=====

[3]
{"formula": "C26H16Cl5FN5O2RhSeSi", "method": "the ωB97M-V functional and the def2-TZVPD basis", "multiplicity": 5, "total_charge": -2, "max_force_ev_per_a": 0.56, "total_energy_ha": -6627.20184, "gap_ev": [6.22, 6.77], "de_lowest_kcal_mol": 0.0, "symbols": ["Rh", "N", "C", "C", "C", "N", "C", "N", "Se", "C", "N", "F", "C", "C", "C", "C", "C", "C", "C", "H", "H", "H", "H", "H", "H", "Cl", "C", "C", "C", "C", "C", "Cl", "C", "N", "C", "C", "C", "C", "C", "C", "C", "C", "O", "O", "H", "H", "H", "H", "H", "H", "H", "H", "H", "H", "Cl", "Si", "Cl", "Cl"], "coordinates": [[2.4132, -1.2590, 0.1482], [1.3445, -3.1863, 0.2017], [0.5999, -4.0694, 0.1977], [-0.3082, -5.1337, 0.1950], [0.1083, -6.4459, 0.5113], [0.4273, -7.5296, 0.7549], [-1.6486, -4.8897, -0.1681], [-2.7480, -4.6853, -0.4673], [3.0213, -0.8319, 2.6039], [1.8401, -1.9639, 3.4410], [1.1024, -2.6550, 4.0052], [-4.2788, -0.8029, -3.1969], [-2.9256, -0.9258, -3.1361], [-2.1505, 0.1926, -3.3959], [-0.7797, 0.0751, -3.3213], [-0.1609, -1.1562, -2.9899], [1.2323, -1.2652, -2.9142], [-1.0081, -2.2563, -2.7086], [-2.3813, -2.1474, -2.7808], [-2.6312, 1.1339, -3.6276], [-0.1522, 0.9400, -3.5008], [1.8736, -0.4130, -3.0880], [1.7033, -2.2044, -2.6534], [-0.5628, -3.1984, -2.4132], [-3.0211, -2.9823, -2.5262], [-0.2001, 1.1722, 3.4982], [-1.2174, 0.6367, 2.1988], [-1.3741, -0.7267, 2.0149], [-2.2425, -1.1942, 1.0443], [-2.9557, -0.2978, 0.2648], [-2.7466, 1.0555, 0.4343], [-3.6281, 2.1764, -0.5792], [-1.8629, 1.5738, 1.3859], [-1.6935, 2.9576, 1.5059], [-0.4724, 3.6323, 1.7005], [-0.3923, 4.5888, 2.7135], [0.7848, 5.2703, 2.9591], [1.9164, 4.9779, 2.2080], [1.8328, 4.0482, 1.1862], [0.6401, 3.3904, 0.8886], [0.5845, 2.4978, -0.3267], [1.3787, 1.2044, -0.1680], [2.6207, 1.2532, -0.0994], [0.7245, 0.1168, -0.1445], [-0.8146, -1.4092, 2.6399], [-2.3707, -2.2580, 0.8907], [-3.6534, -0.6411, -0.4850], [-2.5321, 3.5071, 1.5655], [-1.2631, 4.7514, 3.3384], [0.8286, 6.0005, 3.7584], [2.8567, 5.4736, 2.4143], [2.7025, 3.8106, 0.5857], [1.0449, 3.0377, -1.1577], [-0.4416, 2.2613, -0.5979], [5.5868, -3.1693, -0.9888], [4.6052, -1.2922, -0.9025], [6.0741, -0.0905, 0.0134], [4.7707, -0.6555, -2.9302]], "forces_ev_per_a": [[0.11, 0.03, 0.55], [-0.08, 0.14, -0.14], [0.04, -0.06, 0.14], [0.00, 0.03, -0.08], [0.00, 0.00, -0.02], [0.00, 0.00, 0.00], [-0.01, 0.00, 0.03], [0.00, 0.01, -0.02], [0.04, -0.09, -0.14], [0.01, -0.03, 0.02], [-0.03, 0.03, -0.02], [-0.01, 0.00, 0.00], [-0.02, 0.01, 0.02], [0.00, 0.00, -0.01], [0.01, 0.00, 0.02], [-0.01, 0.02, 0.04], [-0.02, -0.04, -0.09], [0.01, -0.01, -0.02], [0.00, 0.00, 0.02], [0.00, 0.00, 0.00], [0.00, 0.00, 0.00], [0.00, 0.00, 0.00], [-0.01, 0.01, 0.03], [0.00, -0.01, 0.01], [0.00, -0.01, 0.00], [-0.01, 0.01, -0.03], [0.01, 0.03, 0.01], [0.00, 0.01, -0.02], [0.00, -0.03, 0.00], [0.00, 0.00, -0.01], [0.00, 0.01, 0.00], [-0.01, 0.00, -0.01], [0.01, 0.01, -0.02], [0.02, 0.01, 0.06], [0.00, -0.03, 0.02], [-0.02, -0.01, 0.01], [0.00, 0.00, 0.00], [0.00, 0.00, 0.00], [-0.01, 0.00, -0.01], [0.03, 0.03, -0.02], [-0.01, -0.02, 0.02], [0.04, -0.04, -0.07], [-0.07, 0.06, 0.02], [0.12, -0.04, -0.22], [0.04, -0.03, 0.04], [0.00, 0.00, 0.00], [-0.01, -0.01, -0.02], [-0.01, 0.00, -0.03], [0.00, 0.00, 0.00], [0.00, 0.00, 0.00], [0.00, 0.00, 0.00], [0.00, 0.00, 0.00], [-0.01, -0.01, 0.00], [-0.01, -0.01, 0.00], [0.02, 0.00, -0.01], [-0.18, 0.01, -0.08], [0.01, 0.01, 0.02], [0.02, 0.00, 0.00]]}

=====

[4]
{"formula": "C3H3BrO", "method": "the ωB97M-V functional and the def2-TZVPD basis", "total_charge": 0, "max_force_ev_per_a": 3.21, "total_energy_ha": -2765.17543, "gap_ev": [6.53, 6.41], "de_lowest_kcal_mol": 98.6, "symbols": ["C", "C", "C", "O", "Br", "H", "H", "H"], "coordinates": [[-2.9696, -0.9006, 1.5097], [-1.9542, -0.7406, 0.6649], [0.0847, 0.3134, -0.2306], [-3.7787, -1.0600, 2.3229], [-2.6428, -1.3446, -1.0127], [-0.3055, 0.0399, -1.2061], [0.9265, -0.3185, 0.0488], [-0.1231, 1.2846, 0.3006]], "forces_ev_per_a": [[2.47, 0.91, -0.16], [0.58, 0.34, -1.01], [-2.42, -0.59, 2.02], [-0.53, -0.15, 0.14], [-0.13, -0.25, -0.52], [-0.22, 0.62, 0.16], [-0.24, 0.30, 0.45], [0.49, -1.19, -1.08]]}

=====

[5]
{"formula": "C8H13N2O", "method": "the ωB97M-V functional and the def2-TZVPD basis", "total_charge": 1, "max_force_ev_per_a": 5.49, "total_energy_ha": -497.03828, "smiles": "CC1=C[C@H](N)/[N+](=C(\\C)O)C=C1", "gap_ev": [7.94, 7.94], "de_lowest_kcal_mol": 70.7, "symbols": ["C", "C", "C", "C", "N", "N", "C", "C", "O", "C", "C", "H", "H", "H", "H", "H", "H", "H", "H", "H", "H", "H", "H", "H"], "coordinates": [[-3.4002, -0.6738, 1.0374], [-2.1046, -0.1666, 0.4551], [-1.2259, 0.5089, 1.0839], [0.2656, 0.5694, 0.5710], [1.1146, 1.7778, 0.4701], [0.5636, -0.2767, -0.5192], [1.8755, -0.3045, -0.9979], [3.0992, -0.0717, -0.0908], [1.9900, -1.0656, -2.1281], [-0.5277, -0.7150, -1.2740], [-1.7425, -0.6365, -0.8623], [-3.6183, -1.6589, 0.6374], [-3.4622, -0.5648, 2.1355], [-4.2018, -0.0254, 0.7172], [-1.3405, 1.0895, 2.0515], [0.5798, 0.0116, 1.4919], [1.3093, 2.4486, -0.3033], [0.7294, 2.4115, 1.2369], [2.8178, 0.6778, 0.6131], [3.9724, 0.3545, -0.4824], [3.2731, -1.0565, 0.3309], [2.9114, -0.9772, -2.3746], [-0.3035, -1.0039, -2.2399], [-2.5744, -0.6526, -1.5595]], "forces_ev_per_a": [[-0.22, 1.19, 0.18], [-2.39, -2.30, -0.08], [3.47, 3.99, 1.48], [-0.08, 0.55, 2.62], [-1.69, 2.43, 2.85], [3.98, 0.00, -2.22], [-2.73, -2.83, 0.40], [-2.28, -0.31, -0.38], [-0.20, 2.01, 2.05], [1.71, -0.13, -0.99], [-2.68, 0.85, 0.36], [0.00, -0.23, 0.43], [0.40, -0.60, -0.52], [-0.47, 0.18, -0.47], [0.00, -1.19, -1.12], [0.96, 0.58, -0.50], [-1.22, -1.52, -0.07], [1.06, -0.90, -1.20], [-0.35, -0.04, 0.94], [1.19, 0.13, -1.50], [0.23, -0.11, 0.21], [0.57, -0.35, -0.54], [0.51, -0.51, -1.78], [0.21, -0.88, -0.16]]}